# C5H10N3O3S

An isolated ion of composition C5H10N3O3S and charge +1 (wB97M-V/def2-TZVPD, OMol25).

As for the frontier orbital gap (alpha / beta): 7.194 / 7.451 eV. As for the charge: +1. Its lowest unoccupied orbital energy (alpha / beta) is -4.1 / -4.3 eV. For the total energy, the calculation gives -26782.99432 eV. The calculation puts the energy relative to the best compared isomer or geometry (same formula, charge and spin) at 119.12 kcal per mole. The calculation puts the HOMO energy (alpha / beta) at -11.2982 / -11.7813 eV.

```
22
Properties=species:S:1:pos:R:3:forces:R:3
C 0.8270 1.7789 0.0804 0.98 -0.43 3.38
C 0.0777 1.7869 -0.9103 -2.59 -0.43 -4.25
C 0.8614 -0.6692 0.8037 0.06 -0.31 -1.25
C 0.7301 0.6584 1.3436 -1.68 1.71 -0.59
C -1.2437 -0.8318 -0.6012 1.67 1.36 1.06
N 0.0098 -1.2077 -0.0844 -1.00 1.45 0.87
N 2.0208 -1.3114 1.0044 -0.46 0.99 0.28
N -1.7151 -1.2940 -1.7790 -1.14 -0.06 -0.30
O -2.1617 1.6734 0.4065 -0.95 -0.40 -0.55
O -3.6206 -0.1956 -0.1696 -2.33 -0.44 -1.16
O -2.0839 -0.2959 1.8204 -0.22 0.40 -2.48
S -2.3873 0.0525 0.4346 1.88 0.94 3.12
H 1.4974 2.5593 0.4722 -0.11 -0.21 -0.60
H -0.5878 1.7738 -1.8411 1.60 0.18 2.00
H 1.5827 1.0012 1.8894 0.39 -0.49 0.86
H -0.2330 0.7979 1.9260 1.27 0.09 -0.80
H 0.3541 -2.0100 -0.5037 0.64 -2.00 -0.99
H 2.6860 -0.6491 1.4151 0.31 -1.33 -0.28
H 2.2560 -2.1112 0.4298 0.52 0.21 0.36
H -2.7226 -1.0824 -1.7476 0.40 -0.65 -0.91
H -1.2984 -1.7496 -2.6208 -0.18 0.84 1.53
H -2.8511 2.2163 -0.0927 0.92 -1.43 0.71
```
Forces are in eV/Å.

***

# C47H53BiN5O6

C47H53BiN5O6 as an isolated structure (wB97M-V/def2-TZVPD, OMol25).

As for the frontier orbital gap: 6.152 eV. As for the charge: +1. Its lowest unoccupied orbital energy is -4.4 eV. For the total energy, the calculation gives -75168.84313 eV. The calculation puts the energy relative to the best compared isomer or geometry (same formula, charge and spin) at 0.00 kcal per mole. The calculation puts the HOMO energy at -10.5974 eV.

```
112
Properties=species:S:1:pos:R:3:forces:R:3
Bi 0.9474 1.6381 0.7877 0.03 0.17 0.36
C 5.5518 -2.4253 -3.7730 0.00 0.00 -0.01
C 4.8145 -2.7059 -2.4642 0.03 -0.01 0.00
C 5.8267 -2.6280 -1.3122 0.00 0.01 -0.01
C 4.2271 -4.1225 -2.5284 0.01 -0.01 0.02
C 3.6880 -1.7065 -2.2119 -0.05 -0.07 0.10
C 2.9370 -1.7961 -1.0551 -0.03 -0.10 -0.11
C 1.9188 -0.8784 -0.8082 0.11 -0.26 0.08
N 1.1676 -0.8504 0.3631 0.13 0.22 0.12
C 0.7919 -1.8343 1.0930 0.05 -0.02 0.10
C 0.8912 -3.2382 0.7709 -0.06 0.05 0.02
C 0.4292 -4.1598 1.6329 0.00 -0.02 0.08
C -0.1374 -3.7235 2.9125 -0.06 -0.09 -0.07
C -0.3038 -2.4523 3.3231 0.08 0.11 0.03
C 0.1805 -1.3990 2.4189 0.06 -0.21 -0.10
O 0.1658 -0.2026 2.6774 -0.22 0.01 0.10
C -0.9197 -2.0888 4.6704 0.00 0.04 0.00
C -1.3737 -3.3360 5.4296 0.01 0.00 0.02
C -2.1503 -1.1921 4.4632 0.01 -0.05 0.00
C 0.1247 -1.3577 5.5304 -0.02 0.00 -0.01
C 0.4837 -5.6477 1.2830 0.02 0.00 -0.02
C 1.9515 -6.0470 1.0663 -0.01 -0.01 0.00
C -0.3072 -5.8850 -0.0116 -0.01 -0.01 -0.01
C -0.1046 -6.5431 2.3755 0.01 0.00 0.00
C 1.6880 0.2165 -1.6597 0.07 -0.19 0.07
O 0.7942 1.1443 -1.2543 -0.15 0.29 -0.17
C 2.3763 0.2761 -2.8782 -0.03 0.01 -0.23
C 3.3521 -0.6934 -3.1089 -0.05 0.12 -0.03
C 2.0253 1.3097 -3.9530 0.03 0.06 0.03
C 0.5425 1.1528 -4.3204 -0.01 -0.01 -0.03
C 2.2794 2.7325 -3.4428 0.06 -0.04 -0.01
C 2.8518 1.1197 -5.2266 -0.04 -0.02 -0.01
H 6.3634 -3.1441 -3.8914 0.00 0.00 0.00
H 5.9912 -1.4260 -3.7827 0.01 0.00 0.00
H 4.8952 -2.5252 -4.6394 0.00 0.01 0.00
H 6.6445 -3.3299 -1.4839 0.00 0.00 0.00
H 5.3693 -2.8791 -0.3540 0.00 0.00 0.01
H 6.2491 -1.6248 -1.2326 0.00 0.00 0.00
H 5.0202 -4.8531 -2.6981 0.00 0.00 -0.01
H 3.5019 -4.2100 -3.3392 -0.01 0.01 0.00
H 3.7294 -4.3879 -1.5929 -0.01 -0.01 -0.01
H 3.1512 -2.5547 -0.3144 0.05 0.03 0.00
H 1.2913 -3.5127 -0.1944 -0.07 -0.02 0.00
H -0.4736 -4.5088 3.5707 0.01 0.00 0.00
H -2.1195 -3.9053 4.8709 -0.01 0.00 0.01
H -1.8306 -3.0280 6.3703 0.00 -0.01 0.00
H -0.5381 -3.9946 5.6734 0.01 -0.01 0.00
H -2.9025 -1.6917 3.8488 0.01 0.00 0.00
H -1.8793 -0.2542 3.9888 -0.01 0.02 -0.02
H -2.6027 -0.9655 5.4300 0.01 0.00 0.00
H 1.0058 -1.9841 5.6817 0.00 0.00 0.00
H -0.3018 -1.1373 6.5103 0.00 0.00 0.00
H 0.4384 -0.4195 5.0768 0.00 -0.01 0.01
H 2.4009 -5.4838 0.2473 0.01 0.01 0.00
H 2.0125 -7.1070 0.8155 0.00 0.00 0.00
H 2.5437 -5.8753 1.9668 0.00 0.00 0.00
H 0.1125 -5.3280 -0.8491 0.01 0.01 -0.02
H -1.3510 -5.5885 0.1061 0.00 0.00 0.00
H -0.2824 -6.9450 -0.2682 0.00 0.00 0.00
H 0.4394 -6.4565 3.3182 0.00 0.00 0.00
H -0.0325 -7.5823 2.0547 0.00 0.00 0.00
H -1.1597 -6.3303 2.5576 -0.01 0.00 0.00
H 3.8963 -0.6426 -4.0388 -0.02 0.00 0.02
H -0.1005 1.3275 -3.4583 0.00 0.00 0.00
H 0.3457 0.1489 -4.7025 0.00 0.01 0.00
H 0.2759 1.8701 -5.0993 0.00 0.00 0.00
H 1.6652 2.9479 -2.5754 -0.04 0.02 0.07
H 2.0375 3.4595 -4.2213 0.01 -0.01 -0.01
H 3.3329 2.8606 -3.1779 -0.02 0.02 0.01
H 2.6818 0.1421 -5.6820 0.01 0.01 0.00
H 3.9216 1.2388 -5.0445 -0.01 0.01 0.00
H 2.5568 1.8781 -5.9526 0.00 -0.01 -0.01
O 3.0520 2.6582 0.1434 0.07 0.03 -0.04
C 3.2711 3.7696 -0.3470 0.01 -0.03 0.01
C 2.3065 4.7730 -0.6980 0.08 -0.03 -0.02
C 2.8150 5.9102 -1.3449 0.02 0.02 -0.03
C 1.9665 6.8879 -1.7796 0.03 -0.02 0.01
C 0.5863 6.7839 -1.5836 -0.02 0.00 0.00
C 0.0744 5.6852 -0.9477 -0.02 0.01 0.01
C 0.9085 4.6430 -0.4832 -0.17 -0.01 0.08
O 0.3348 3.6435 0.1290 0.12 0.08 -0.07
N 2.5118 8.0643 -2.4656 0.00 0.00 0.02
O 1.7223 8.9101 -2.8320 0.02 -0.01 -0.01
O 3.7149 8.1142 -2.6210 -0.01 0.01 -0.01
H 4.3188 4.0303 -0.5560 -0.01 0.00 0.00
H 3.8791 6.0133 -1.5137 0.00 0.01 0.00
H -0.0543 7.5790 -1.9378 0.00 0.00 0.00
H -0.9886 5.5850 -0.7754 0.00 0.01 -0.01
N -6.3833 2.7273 0.0059 -0.02 0.00 0.01
C -7.6540 2.9387 0.4976 0.01 0.00 -0.01
C -8.8701 3.2114 -0.1254 0.01 -0.01 0.00
C -9.9592 3.3682 0.7035 -0.01 0.00 0.01
C -9.8491 3.2601 2.1036 -0.01 0.00 -0.01
C -8.6445 2.9916 2.7113 0.01 0.00 0.00
C -7.5266 2.8279 1.8883 -0.01 0.00 0.01
N -6.2157 2.5559 2.2248 0.00 0.01 -0.01
C -5.5745 2.5054 1.0898 0.01 -0.01 0.00
C -4.1390 2.2398 0.9983 -0.01 -0.02 -0.03
C -3.4468 2.1875 -0.2107 -0.03 0.00 0.03
C -2.0934 1.9312 -0.2020 -0.02 -0.07 0.02
N -1.4203 1.7111 0.9338 -0.01 -0.08 -0.40
C -2.0734 1.7667 2.1003 0.05 0.06 0.02
C -3.4212 2.0292 2.1746 -0.01 -0.01 0.04
H -6.1177 2.7258 -0.9620 0.00 0.01 -0.01
H -8.9607 3.2973 -1.2000 0.00 0.00 0.00
H -10.9265 3.5818 0.2690 0.00 0.00 0.00
H -10.7356 3.3936 2.7085 0.00 0.00 0.00
H -8.5522 2.9093 3.7855 0.00 0.00 0.00
H -3.9357 2.3469 -1.1617 0.00 0.00 0.00
H -1.5171 1.8946 -1.1180 0.01 0.00 0.01
H -1.4801 1.5993 2.9887 -0.01 0.01 0.01
H -3.9323 2.0747 3.1255 0.02 -0.01 0.00
```
Forces are in eV/Å.

***

# C6H11N2O2

A 2-piece molecular cluster, C6H11N2O2 overall (wB97M-V/def2-TZVPD, OMol25).

As for the frontier orbital gap: 8.007 eV. As for the charge: +1. Its lowest unoccupied orbital energy is -5.3 eV. For the total energy, the calculation gives -13465.25897 eV. The calculation puts the energy relative to the best compared isomer or geometry (same formula, charge and spin) at 112.40 kcal per mole. The calculation puts the HOMO energy at -13.3158 eV.

```
21
Properties=species:S:1:pos:R:3:forces:R:3
C 1.8500 -0.7738 -2.2013 1.69 -1.12 -0.12
C 0.0110 0.9628 0.6573 1.33 -0.48 -3.32
C 0.8302 1.1427 -1.0117 -1.33 -2.73 4.95
C -0.9250 2.0145 0.9239 1.64 2.83 -1.42
C 0.9301 -1.3294 1.3031 -0.68 1.15 -3.63
C 0.1559 -0.0579 1.4560 -0.01 -1.52 0.77
N 1.5345 0.2213 -1.6021 -0.38 0.45 -0.27
N -1.9107 -1.8148 -0.4838 2.42 -0.21 -0.98
O 2.3911 -1.6549 -2.7107 -1.05 0.41 0.12
O 0.8214 2.3156 -1.3942 -0.20 3.11 -0.74
H -1.9055 1.7337 0.9914 -2.49 -1.10 0.21
H -0.6513 2.5654 1.8014 0.14 0.42 0.49
H -0.8571 2.6886 0.0705 -0.36 0.57 0.32
H 1.9366 -1.0190 0.8900 -0.97 -1.13 0.36
H 0.2910 -2.0760 0.6654 1.50 1.43 0.90
H 0.9685 -1.6706 2.2565 0.87 -1.64 2.66
H -0.4205 0.0080 2.4304 0.59 0.21 -1.29
H -2.2233 -2.4449 0.1957 -1.39 -0.17 1.38
H -1.7440 -2.4063 -1.2643 0.35 -0.48 -0.91
H -2.4465 -1.0724 -0.8349 -1.48 0.79 0.37
H 1.3635 2.6672 -2.1385 -0.18 -0.80 0.14
```
Forces are in eV/Å.

***

# C7H7N

An isolated molecule of C7H7N (wB97M-V/def2-TZVPD, OMol25).

As for the frontier orbital gap: 9.199 eV. Its lowest unoccupied orbital energy is 0.9 eV. As for the SMILES: C#Cc1cccn1C. For the total energy, the calculation gives -8859.40634 eV. The calculation puts the energy relative to the best compared isomer or geometry (same formula, charge and spin) at 51.15 kcal per mole. The calculation puts the HOMO energy at -8.2713 eV.

```
15
Properties=species:S:1:pos:R:3:forces:R:3
C 2.9925 -0.2162 -0.1494 -0.39 -0.29 1.11
C 1.8877 -0.5478 0.2139 -4.01 0.20 -0.45
C 0.2941 -0.6633 0.2532 5.40 -0.06 -0.35
C -0.4852 -1.7684 0.2114 -0.07 -0.07 0.24
C -1.7690 -1.3698 -0.1222 -2.38 -0.61 -0.29
C -1.7152 -0.0084 -0.2675 0.11 -0.28 -0.45
N -0.4283 0.4229 -0.0875 -0.38 1.11 0.42
C 0.0517 1.8095 0.0980 1.09 -0.19 -0.51
H 4.0099 0.0677 -0.0706 0.29 0.01 -0.39
H -0.2029 -2.7370 0.4260 0.78 -1.74 0.28
H -2.7049 -2.0310 -0.2572 1.85 1.32 0.27
H -2.4774 0.5968 -0.6605 -0.70 1.05 -0.05
H 0.4855 2.2319 -0.8687 -0.44 -0.66 1.26
H -0.8052 2.4241 0.3735 0.22 -0.01 0.19
H 0.8669 1.7891 0.9076 -1.39 0.24 -1.28
```
Forces are in eV/Å.

***

# CH2N2O

A 2-piece molecular cluster, CH2N2O overall (wB97M-V/def2-TZVPD, OMol25).

As for the frontier orbital gap (alpha / beta): 10.005 / 7.857 eV. Its lowest unoccupied orbital energy (alpha / beta) is -0.1 / -2.0 eV. For the total energy, the calculation gives -6087.57173 eV. The calculation puts the energy relative to the best compared isomer or geometry (same formula, charge and spin) at 217.69 kcal per mole. The calculation puts the HOMO energy (alpha / beta) at -10.1436 / -9.8496 eV.

```
6
Properties=species:S:1:pos:R:3:forces:R:3
C 0.6432 0.3368 0.1879 0.52 3.23 0.80
N -0.5221 0.9219 0.3853 0.81 0.83 -0.48
N -1.0339 -0.3517 0.2263 -2.04 0.71 -0.91
O 0.2669 -0.8858 0.0690 -0.46 -4.12 -0.21
H 2.4229 0.6311 -1.7505 -0.29 -0.01 0.35
H -1.7769 -0.6523 0.8820 1.44 -0.64 0.45
```
Forces are in eV/Å.

***

# C13H19InO3P

C13H19InO3P as an isolated structure (wB97M-V/def2-TZVPD, OMol25).

As for the frontier orbital gap: 7.793 eV. As for the charge: -1. Its lowest unoccupied orbital energy is 2.6 eV. For the total energy, the calculation gives -34396.39633 eV. The calculation puts the HOMO energy at -5.2021 eV.

```
37
Properties=species:S:1:pos:R:3:forces:R:3
O 4.5139 2.9840 1.7660 0.21 -0.07 0.13
P 4.3031 3.2436 0.3353 -0.63 -0.04 0.61
O 5.5555 2.7827 -0.5985 -0.08 0.10 -0.36
O 4.3023 4.8493 0.1080 0.47 -0.03 -0.29
C 2.8524 2.5523 -0.3522 0.13 0.22 0.06
In 1.0697 3.9590 -0.0470 0.05 0.24 0.22
H 6.2380 3.4567 -0.5389 0.27 -0.03 0.09
H 4.2421 5.0647 -0.8303 -0.32 0.14 0.02
H 2.9672 2.3310 -1.4125 -0.04 -0.12 0.02
H 2.6748 1.6581 0.2442 -0.11 -0.16 -0.22
H -0.4216 3.1496 -0.5425 0.13 -0.03 -0.06
H 1.0608 4.3851 1.6758 -0.08 -0.11 -0.10
H 1.4396 5.4286 -0.9858 -0.02 -0.14 -0.11
C -2.7290 -0.8481 1.3395 -0.01 -0.04 0.01
C -1.4039 -0.4689 1.5067 0.00 -0.03 0.01
C -1.0938 0.8123 1.9373 0.07 -0.01 0.03
C -2.1101 1.7162 2.2075 -0.04 0.02 0.03
C -3.4350 1.3376 2.0453 0.00 0.00 0.01
C -3.7460 0.0561 1.6095 -0.01 0.01 0.00
H -2.9678 -1.8480 0.9972 0.00 0.00 -0.02
H -0.6094 -1.1743 1.2968 0.01 0.01 -0.02
H -0.0616 1.1147 2.0574 0.00 0.03 -0.03
H -1.8622 2.7169 2.5357 0.02 0.02 -0.05
H -4.2279 2.0453 2.2532 0.00 0.01 -0.01
H -4.7805 -0.2361 1.4759 0.00 0.00 0.00
C -1.9373 -4.9476 -0.9439 -0.01 -0.01 0.01
C -1.0395 -4.1114 -0.2955 0.00 0.00 0.03
C -0.0802 -3.4227 -1.0243 0.01 0.01 0.02
C -0.0234 -3.5655 -2.4031 0.02 0.00 -0.02
C -0.9223 -4.4002 -3.0521 0.00 -0.01 -0.01
C -1.8778 -5.0935 -2.3226 -0.01 -0.01 -0.01
H -2.6852 -5.4845 -0.3742 0.00 0.00 0.00
H -1.0889 -3.9940 0.7798 0.01 0.00 0.01
H 0.6212 -2.7719 -0.5188 -0.01 0.02 -0.01
H 0.7206 -3.0229 -2.9713 0.00 0.01 0.00
H -0.8794 -4.5083 -4.1284 0.00 0.00 -0.01
H -2.5781 -5.7457 -2.8291 -0.01 0.00 0.00
```
Forces are in eV/Å.

***

# C20H17N8O3SeTl

C20H17N8O3SeTl as an isolated structure (wB97M-V/def2-TZVPD, OMol25).

As for the frontier orbital gap: 7.037 eV. Its lowest unoccupied orbital energy is -0.6 eV. For the total energy, the calculation gives -109117.69214 eV. The calculation puts the energy relative to the best compared isomer or geometry (same formula, charge and spin) at 10.19 kcal per mole. The calculation puts the HOMO energy at -7.6371 eV.

```
50
Properties=species:S:1:pos:R:3:forces:R:3
Tl 1.5571 -0.1108 1.0558 0.02 0.09 0.00
Se -1.0699 -6.7835 -3.3962 -0.02 -0.04 -0.02
N -1.6909 -5.1300 -3.1592 -0.01 0.04 0.01
C -0.6910 -4.4010 -2.7448 -0.01 -0.03 0.00
C -0.8003 -2.9817 -2.4286 0.01 0.02 0.01
C -2.0068 -2.2922 -2.5442 0.00 0.00 -0.01
C -2.0428 -0.9581 -2.2128 0.00 0.00 0.00
C -0.8687 -0.3542 -1.7627 -0.02 -0.03 -0.03
N 0.2838 -0.9941 -1.6533 -0.01 0.00 0.08
C 0.3315 -2.2888 -1.9845 0.02 -0.01 0.00
C 1.6391 -2.9810 -1.8562 0.03 0.00 0.00
N 2.6879 -2.2525 -1.4582 -0.07 -0.01 0.01
C 3.8566 -2.8539 -1.3272 -0.01 0.00 -0.01
C 4.0645 -4.2084 -1.5833 0.00 -0.01 -0.01
C 2.9930 -4.9634 -2.0015 0.00 0.00 0.00
C 1.7515 -4.3468 -2.1460 0.02 0.04 0.01
C 0.5745 -5.0811 -2.5963 -0.01 -0.02 -0.02
N 0.5841 -6.3518 -2.8929 0.04 0.01 0.02
H -2.8856 -2.8212 -2.8887 0.00 0.00 0.00
H -2.9568 -0.3846 -2.2842 0.00 0.00 0.00
H -0.8564 0.6834 -1.4552 0.00 0.03 0.02
H 4.6796 -2.2266 -1.0012 0.00 0.00 0.00
H 5.0460 -4.6439 -1.4569 0.00 0.00 0.00
H 3.0877 -6.0183 -2.2224 0.00 0.00 0.00
O 1.2507 1.8393 2.6843 -0.02 0.00 -0.04
N 0.3003 2.6482 2.5141 0.07 0.00 0.03
N -0.3110 2.5404 1.3914 -0.03 -0.06 -0.03
O -0.0021 1.6639 0.4646 0.00 0.04 -0.03
C -1.4007 3.4367 1.1495 0.00 -0.02 0.01
C -1.7855 4.3771 2.1015 -0.01 0.00 0.01
C -2.8505 5.2173 1.8280 0.00 0.00 0.00
C -3.5324 5.1326 0.6200 -0.01 0.00 -0.01
C -3.1357 4.1962 -0.3200 -0.01 0.00 0.00
C -2.0705 3.3447 -0.0607 0.02 -0.01 0.02
H -1.2515 4.4428 3.0367 0.00 0.00 0.00
H -3.1491 5.9492 2.5675 0.00 0.00 0.00
H -4.3625 5.7956 0.4148 0.00 0.00 0.00
H -3.6540 4.1245 -1.2676 0.00 0.00 0.00
H -1.7423 2.6146 -0.7827 0.01 0.00 -0.01
C 0.7854 -0.5173 4.9210 0.00 -0.01 0.00
N -0.6565 -0.4453 4.7536 0.02 -0.05 -0.01
C -1.2239 -0.6720 3.5444 -0.04 0.11 -0.03
N -2.6052 -0.6934 3.5308 0.00 0.03 0.00
O -0.5738 -0.8704 2.5244 0.03 -0.13 0.02
H 1.0152 -0.3559 5.9717 0.00 0.00 0.00
H 1.2666 0.2615 4.3333 0.00 0.01 0.01
H 1.1717 -1.4925 4.6175 0.00 0.00 0.00
H -1.2380 -0.5211 5.5684 0.00 0.01 0.00
H -3.0837 -0.1118 4.1995 0.00 -0.01 0.00
H -2.9831 -0.6492 2.5983 0.00 0.01 0.00
```
Forces are in eV/Å.

***

# CHF3NO2S

A 2-piece molecular cluster, CHF3NO2S overall (wB97M-V/def2-TZVPD, OMol25).

As for the frontier orbital gap: 8.964 eV. As for the charge: -1. Its lowest unoccupied orbital energy is 3.9 eV. For the total energy, the calculation gives -25625.67491 eV. The calculation puts the energy relative to the best compared isomer or geometry (same formula, charge and spin) at 48.82 kcal per mole. The calculation puts the HOMO energy at -5.0488 eV.

```
9
Properties=species:S:1:pos:R:3:forces:R:3
C 2.6537 -0.1126 0.0200 -2.01 -0.69 -1.63
N -0.6387 0.4759 0.0341 0.57 -0.89 0.14
O 0.8048 2.0182 1.3070 0.40 0.52 0.14
O 0.8944 1.9778 -1.1962 0.74 0.71 -0.35
F 3.1163 -0.4493 -1.3146 -0.65 0.54 1.60
F 3.7340 0.3676 0.6208 0.33 0.00 0.42
F 2.3895 -1.3845 0.5635 0.48 1.18 -0.23
S 0.6004 1.3504 0.0587 1.20 -0.73 0.49
H -0.3849 0.0305 -0.8442 -1.06 -0.64 -0.58
```
Forces are in eV/Å.